Entry 1:
192
Properties=species:S:1:pos:R:3 method="wB97M-V/def2-TZVPD" charge=0 mol_weight_g_mol=1441.344 orbital_gap_ev=9.10 homo_energy_ev=-9.14 de_lowest_kcal_mol=71.6 multiplicity=1
N 21.02 21.81 10.76
H 22.33 18.60 6.39
N 23.03 16.42 6.72
H 14.08 19.95 9.45
C 21.95 16.93 7.33
N 10.61 18.37 14.33
N 18.39 13.30 13.16
N 17.15 14.72 15.78
O 13.03 26.23 10.96
H 15.03 25.45 6.24
N 14.58 15.81 8.07
O 23.93 20.73 10.20
H 21.09 18.82 7.61
H 18.11 12.02 17.28
H 22.96 22.70 13.24
C 20.27 17.95 12.39
N 14.27 14.78 13.70
H 16.32 18.18 10.50
O 18.48 14.70 17.61
N 11.89 8.68 12.78
H 23.02 17.76 16.25
H 21.12 20.94 14.17
H 19.60 13.59 10.02
H 11.21 19.17 14.39
H 16.64 12.62 8.88
H 20.02 14.46 14.53
H 13.54 18.74 7.73
H 9.88 18.42 13.67
O 23.21 15.15 14.46
O 16.49 21.89 10.34
H 16.13 26.61 6.93
H 13.93 19.30 15.01
H 17.22 24.14 10.29
H 13.67 15.33 8.16
O 12.05 16.66 14.80
H 12.41 18.10 11.14
N 10.15 16.09 13.92
H 23.12 15.49 7.08
H 23.51 22.42 11.61
O 21.20 16.24 8.04
N 19.19 14.34 9.46
C 16.62 16.60 11.74
N 20.22 10.06 14.10
N 23.65 19.49 12.12
H 13.46 15.30 14.05
H 20.99 16.36 13.38
N 22.66 22.60 12.25
H 10.94 8.64 12.38
C 19.08 9.43 13.71
N 17.73 19.11 17.21
N 18.38 10.09 12.73
N 23.59 18.51 10.07
H 17.73 17.35 7.64
H 12.47 17.31 7.90
H 20.73 10.64 13.48
C 18.34 18.42 16.16
H 21.46 14.75 16.07
N 13.07 12.90 14.26
H 21.13 16.60 10.99
N 17.97 21.78 12.09
O 13.36 22.29 7.35
H 17.50 20.63 8.83
O 17.26 15.00 8.32
N 10.87 13.25 9.51
H 10.13 13.26 8.78
C 10.99 17.11 14.40
O 17.16 16.18 12.74
N 20.50 17.35 11.17
H 18.31 19.30 18.02
O 19.87 19.43 8.59
H 10.57 15.17 13.85
H 17.60 9.56 12.35
C 19.76 13.51 12.78
H 16.24 14.40 15.45
H 15.14 23.20 7.12
N 23.35 17.16 15.51
H 15.00 15.23 13.22
H 23.59 20.31 12.71
N 15.70 15.85 11.10
C 13.21 21.36 8.14
H 8.92 17.53 9.34
H 22.93 17.81 10.31
N 17.89 12.66 16.56
H 16.70 19.13 17.37
O 19.58 18.31 16.23
H 16.23 22.64 8.30
C 12.55 9.80 12.48
H 21.76 21.65 10.12
C 10.46 17.92 10.48
N 13.82 18.92 14.07
N 21.92 21.91 16.56
O 12.17 10.67 11.73
N 11.73 17.43 10.74
N 17.26 13.04 9.55
H 9.36 16.33 13.37
H 23.25 18.66 12.50
H 10.06 16.29 9.28
H 13.83 14.12 10.11
H 17.91 14.00 13.77
O 14.97 12.68 13.02
C 17.85 14.07 16.81
O 20.19 13.07 11.74
H 11.27 20.92 7.50
N 16.76 17.89 11.38
H 15.32 21.17 13.61
H 17.93 20.78 12.13
H 15.60 16.03 10.11
C 22.82 15.94 15.30
H 23.36 18.70 9.09
H 11.71 20.36 9.00
H 12.78 24.00 8.71
H 24.06 17.41 14.85
H 13.28 18.05 14.07
H 18.59 11.03 12.52
H 15.47 15.42 7.99
C 12.00 13.97 9.26
N 17.55 17.85 15.23
N 14.19 24.27 10.98
H 20.30 17.98 10.38
H 19.74 15.05 9.01
C 17.28 22.44 11.15
H 17.96 13.10 12.29
O 12.04 14.99 8.59
H 20.33 17.59 14.42
N 21.61 15.71 15.96
H 11.90 16.49 10.48
N 12.00 20.65 8.11
H 12.60 13.66 14.75
O 15.59 17.78 8.25
N 21.45 20.23 14.88
H 17.85 12.40 10.09
H 18.79 22.18 12.52
N 16.04 23.33 7.58
C 16.45 24.65 7.76
N 14.16 20.80 8.95
H 17.31 12.26 15.83
H 21.26 16.44 16.59
N 13.17 13.41 9.73
O 17.41 24.97 8.47
O 22.77 19.89 16.74
H 15.10 21.14 8.96
H 20.98 19.36 14.99
H 23.78 16.92 6.23
C 13.80 19.69 12.92
N 13.74 9.91 13.12
H 14.70 24.68 11.78
H 17.20 15.75 15.74
N 20.50 14.03 13.77
H 22.64 22.36 17.10
H 21.49 14.11 13.68
H 11.16 12.36 10.04
N 17.59 19.83 8.23
H 16.76 19.29 8.08
C 14.54 17.15 8.11
H 17.90 17.41 14.39
H 14.41 10.54 12.62
N 15.79 25.62 6.92
H 12.86 11.91 14.44
N 14.52 20.87 12.97
C 18.73 19.05 8.18
H 14.85 23.87 10.30
H 14.02 9.09 13.61
O 18.69 8.37 14.23
H 15.89 14.83 11.15
C 13.29 25.18 10.43
O 20.57 22.32 12.95
H 11.96 25.48 9.04
H 17.56 18.40 11.72
H 20.83 9.51 14.68
N 9.62 16.97 9.85
N 18.57 17.86 7.48
O 13.32 19.27 11.85
C 23.82 19.70 10.78
N 12.65 24.80 9.31
N 17.45 23.73 11.24
C 22.11 20.65 16.08
O 19.65 19.03 12.41
H 14.73 21.24 12.05
C 14.17 13.35 13.60
H 12.31 7.90 13.28
H 20.20 21.20 10.85
H 21.49 22.42 15.82
H 16.56 17.99 15.20
C 21.35 22.32 12.00
H 13.28 12.53 10.20
N 21.81 18.25 7.18
H 18.32 24.12 11.62
N 20.68 17.29 13.51
H 19.38 17.29 7.36
N 13.38 17.83 8.04
O 10.15 19.07 10.78
C 17.93 14.21 8.97

Entry 2:
20
Properties=species:S:1:pos:R:3 method="wB97M-V/def2-TZVPD" charge=0 mol_weight_g_mol=103.165 orbital_gap_ev=10.64 homo_energy_ev=-9.79 de_lowest_kcal_mol=14.2 multiplicity=1
H 0.03 2.34 -1.63
C -1.41 -0.79 2.60
C 1.64 1.50 -0.30
C 0.19 0.14 -1.76
H 1.58 0.93 0.63
H 1.17 -0.96 -3.19
H -1.41 -2.73 1.67
H -2.18 -1.40 0.73
N 0.95 -0.02 -2.91
H -2.30 -1.10 3.13
H -0.53 -1.05 3.25
H 1.71 0.58 -3.16
H -0.40 -1.60 0.80
H -1.14 0.25 2.47
O -0.51 -0.76 -1.35
C 0.26 1.47 -1.02
H 1.92 2.52 -0.08
H -0.59 1.39 -0.36
H 2.38 0.98 -0.90
C -1.34 -1.68 1.38

Entry 3:
123
Properties=species:S:1:pos:R:3 method="wB97M-V/def2-TZVPD" charge=0 mol_weight_g_mol=1199.207 orbital_gap_ev=6.49 homo_energy_ev=-7.13 de_lowest_kcal_mol=48.9 multiplicity=1
H 2.05 3.55 -3.57
H 2.15 -3.82 -2.71
C -2.58 -1.90 -3.14
S 2.72 1.65 -0.49
H -1.97 -6.41 -2.04
H 4.90 -2.42 2.49
C 2.28 5.64 0.30
H -3.18 -5.82 -0.41
C 4.30 1.98 -1.28
C -0.32 0.16 4.72
C 5.77 1.99 -3.18
H 0.91 -2.21 5.40
C -2.60 -0.63 3.65
H -1.55 1.24 3.37
H 3.66 1.54 -3.27
C 6.62 2.49 -0.99
C -0.71 4.35 -1.98
H -2.38 -1.57 4.16
H -4.41 -0.53 4.98
H -5.00 1.51 1.44
C -2.74 0.95 5.17
S 0.27 1.71 -2.11
C 3.80 -3.36 4.07
C 2.48 3.25 0.32
H 2.49 -4.08 5.61
C 2.04 4.43 2.36
C 2.68 -3.29 4.90
F -4.31 -2.83 -6.81
C -3.75 -2.53 -5.63
N 0.11 -0.32 2.19
C 0.40 2.20 -3.83
H 0.27 -2.37 1.72
C -2.25 -3.09 1.62
H -2.17 6.03 0.57
N -1.71 -1.72 1.56
H -0.46 4.48 -3.03
C -1.68 5.22 0.04
C -1.34 5.38 -1.30
C -0.39 1.89 -6.06
F -4.76 -2.11 -2.21
C 1.42 3.41 -5.63
C -0.43 3.17 -1.33
H -3.28 -3.02 1.27
H 7.81 2.48 -2.77
N 1.82 1.68 -1.79
N -1.91 -4.13 -0.60
H -0.43 -3.98 0.85
H -3.28 0.55 7.29
C -1.24 0.15 6.97
H 0.65 -0.01 1.34
C 3.17 -1.29 3.03
C -2.64 -0.79 2.16
C -0.11 0.06 6.04
N 2.75 0.54 0.45
C -3.20 -4.78 -0.75
H 2.68 4.45 -1.45
C -0.10 -6.32 -3.04
F -5.85 -2.71 -4.57
N -0.60 0.57 -1.92
C 6.83 2.34 -2.35
F -1.64 -2.35 -6.64
C -0.79 2.99 0.01
C -1.85 -1.98 -4.31
H 4.48 -4.19 4.16
C -1.07 -5.83 -2.18
C -1.65 0.50 4.16
C -0.90 -4.63 -1.49
H -1.19 0.87 -4.32
C -0.47 1.59 -4.71
H -1.68 3.89 1.73
S 0.61 -2.33 -0.94
C -4.53 -2.46 -4.49
C -1.50 -4.13 0.80
H -1.71 -5.12 1.24
C 5.36 2.31 -0.45
C 1.25 -4.40 -2.55
H -0.62 2.04 0.49
H -0.27 -7.25 -3.56
C -3.77 0.10 4.36
C 1.80 -2.23 4.79
H 0.88 -0.12 6.44
C -3.43 0.00 1.41
H -0.51 -1.98 3.27
H -3.95 -4.25 -0.17
C -2.39 -2.29 -5.54
C -1.40 4.03 0.69
C 0.28 -3.89 -1.69
C 2.05 5.62 1.67
C 2.06 -1.23 3.86
H -3.51 -4.76 -1.79
H 2.16 4.11 -5.98
S 0.97 0.15 3.50
F -0.52 -1.77 -4.28
H -5.34 1.57 3.83
In -1.59 -1.25 -1.28
H 2.27 2.28 2.20
H 2.28 6.57 -0.24
C 2.50 4.45 -0.38
C -2.46 0.52 6.57
C 1.36 3.10 -4.28
C 1.07 -5.60 -3.22
H 3.33 -0.50 2.29
H 5.92 1.86 -4.24
H -1.07 1.40 -6.76
C 4.49 1.81 -2.64
H 1.87 6.56 2.19
H 7.45 2.76 -0.34
C 2.26 3.23 1.69
H 5.19 2.41 0.62
H -1.58 6.30 -1.81
C -4.58 0.93 3.41
C 0.55 2.80 -6.52
H 1.87 4.42 3.43
H 0.61 3.03 -7.57
C -4.39 0.89 2.09
H -1.06 -0.11 8.01
C -3.93 -2.15 -3.28
H -2.96 2.02 5.16
S -3.47 0.11 -0.32
C -0.42 -1.68 2.21
H 1.84 -5.97 -3.89
H -2.30 -3.42 2.67
C 4.04 -2.36 3.14

Entry 4:
152
Properties=species:S:1:pos:R:3 method="wB97M-V/def2-TZVPD" charge=+1 mol_weight_g_mol=3803.369 orbital_gap_ev=7.54 homo_energy_ev=-10.80 multiplicity=1
H -0.83 -4.21 2.44
Br -9.23 -3.60 -3.41
H -4.03 -3.17 2.44
Br -7.97 1.14 4.21
C 7.87 -1.18 -0.97
H 5.08 2.71 -2.08
Br -9.51 -1.70 -8.06
C -2.26 0.47 -2.05
Br -3.11 -1.32 -9.13
Br 10.76 2.20 -3.92
H 1.46 4.01 -1.31
Br -8.30 3.35 1.94
C 14.22 -4.61 7.27
H -4.87 2.29 0.62
C 3.80 2.43 -0.42
Br -17.98 -1.26 6.30
C -1.37 -3.30 2.23
Br -13.30 -2.64 5.02
H -5.21 -0.03 -9.38
C -11.59 -1.90 5.46
Br 12.42 -4.00 7.58
Br -10.41 -1.92 3.94
H 3.76 1.84 0.49
H -6.94 -0.61 1.21
H -5.15 1.24 3.99
H 4.99 1.06 -1.53
C 0.01 2.41 -1.23
H -5.87 -1.98 1.25
H 9.94 -0.64 -1.28
C -11.49 -4.92 -0.29
C -8.43 -2.11 -2.51
Br -8.61 -2.27 -0.60
Br -11.60 -3.96 1.38
H 3.81 3.48 -0.14
C -7.93 -1.70 -6.99
Br 15.52 -3.42 8.04
H 13.37 -0.73 0.60
Br 13.64 0.86 -4.23
C 2.54 2.16 -1.25
Br 1.24 -2.36 -2.06
H 7.03 -1.53 -1.55
Br -9.12 -0.44 -3.15
C 6.35 2.30 -0.38
C -5.38 1.03 2.95
Br 16.28 0.39 5.09
C -2.11 -0.32 -3.34
C 5.07 2.09 -1.19
N -3.91 -0.37 -0.15
Br 3.50 -0.26 -1.31
Br 13.51 1.10 2.24
H 3.60 -2.23 -2.80
H -6.30 1.54 2.69
H 19.57 2.24 5.97
C -5.18 -0.31 0.18
H 2.77 2.32 -2.30
Br -6.82 -3.23 -7.35
H -7.37 -2.13 -2.73
C -1.07 3.43 -1.60
H -1.38 4.22 0.34
H 14.32 -5.57 7.77
H 8.88 -0.16 -2.62
C 9.07 -0.93 -1.87
H -0.64 -2.55 1.94
H -11.15 -2.52 6.22
C -5.91 -0.90 1.35
H 7.38 1.24 -1.92
Br 12.28 1.06 -0.70
Br 19.85 2.86 3.60
O -1.72 -2.58 -0.83
C -4.26 2.53 -0.24
H 1.41 3.19 0.23
Br -4.99 -0.91 -11.67
Br -3.60 1.60 -10.29
Br 14.55 -4.91 5.40
H -6.25 2.36 -4.61
H 6.12 2.12 0.67
Br -12.90 -4.41 -1.49
Br 13.34 4.02 -4.30
H 15.20 -0.63 7.07
H -15.65 -1.93 6.75
H -2.53 -1.32 -3.25
H -10.56 -4.64 -0.76
C 7.46 0.03 -0.12
H -2.03 -0.38 0.71
H -4.55 1.42 2.36
Br -16.85 -3.65 8.07
Br 14.05 1.56 7.04
H 9.33 -1.83 -2.41
H -2.81 2.83 1.26
S -5.21 1.61 -4.20
C 12.51 2.34 -4.72
H -4.63 -0.97 3.13
Br 17.75 3.89 5.75
Br 2.57 -0.58 -4.33
C -2.00 3.80 -0.44
H -2.26 1.70 0.06
C -5.51 -0.47 2.76
N -2.36 -3.51 1.17
H -3.59 -4.83 2.15
H -1.49 0.17 -1.35
C -3.68 -3.86 1.68
H 12.38 2.30 -5.79
H 2.25 1.12 -1.11
H 6.64 3.34 -0.47
C 12.67 0.04 0.88
C 7.48 1.38 -0.85
Br -6.94 -0.06 -7.17
C 2.84 -1.47 -2.64
C -2.79 2.64 0.19
C 1.35 3.04 -0.84
O -5.68 0.28 -3.95
C -2.32 -2.42 0.22
H -8.24 -1.76 -5.96
H 0.19 1.77 -2.09
Br -11.74 -0.13 6.19
O -4.13 1.85 -5.12
H -6.32 -0.82 3.40
C -2.89 -1.04 0.67
H -4.37 -3.93 0.85
H -2.69 4.59 -0.72
C -16.52 -1.88 7.38
H -4.58 3.53 -0.53
H -1.07 -0.40 -3.62
Br 13.48 -1.08 5.37
H -2.13 1.52 -2.31
C 19.52 3.19 5.46
C -8.88 1.64 2.59
C -4.58 1.53 -1.39
C -4.75 2.39 -2.65
H -1.84 -2.94 3.15
H -3.85 2.96 -2.85
H -0.57 4.35 -1.89
Br -8.69 0.27 1.24
Br 20.86 4.32 6.24
H -9.93 1.71 2.82
H -3.27 -1.12 1.68
H 8.42 1.88 -0.64
H -4.18 -0.36 -2.15
H 6.45 -0.15 0.26
Br -11.44 -6.82 -0.02
C -4.35 -0.15 -10.03
Br 11.10 -0.85 1.56
C 14.81 -0.03 6.26
Br -16.10 -0.64 8.79
H -5.53 3.11 -2.44
H -0.30 1.78 -0.40
S -6.14 0.63 -0.87
H -2.62 0.17 -4.16
H -1.65 3.14 -2.48
C -3.67 0.32 -1.47
H 8.15 -1.98 -0.28
H 8.13 0.09 0.73

Number 1: DFT total energy -5407.25551 hartree. Number 2: DFT total energy -328.29617 hartree. Number 3: DFT total energy -5247.62164 hartree. Number 4: DFT total energy -103081.32646 hartree.